DFT (ωB97M-V/def2-TZVPD) results for a molecular structure, C15H25BaF6N7O6SSb in a non-equilibrium geometry.

Structure (ORCA input):
```
! wB97M-V def2-TZVPD RIJCOSX def2/J DEFGRID3
* xyz -2 2
Ba 0.274 -0.456 0.123
O 1.191 -2.363 -1.320
C 2.229 -1.734 -2.127
C 1.900 -0.302 -2.690
N 1.656 0.765 -1.686
C 0.624 1.785 -2.082
C -0.764 1.146 -2.563
O -1.206 1.388 -3.650
O -1.363 0.376 -1.631
C 2.886 1.261 -1.029
C 3.573 0.300 0.055
O 4.781 0.502 0.194
O 2.828 -0.498 0.697
H 0.384 -2.433 -1.863
H 3.115 -1.699 -1.499
H 2.425 -2.403 -2.967
H 2.736 0.003 -3.335
H 1.013 -0.400 -3.319
H 0.373 2.422 -1.220
H 0.973 2.395 -2.919
H 3.648 1.498 -1.779
H 2.641 2.176 -0.486
N -2.405 1.176 1.776
N -3.286 1.282 0.678
C -3.179 2.254 -0.228
N -3.919 2.091 -1.361
S -2.238 3.644 -0.002
H -2.936 1.224 2.640
H -1.792 1.989 1.747
H -3.605 0.372 0.353
H -4.133 1.142 -1.651
H -3.604 2.678 -2.115
N 2.497 2.031 2.876
C 1.187 1.668 3.080
O 0.563 1.113 2.157
C 0.591 1.978 4.345
C 1.352 2.601 5.354
N 2.027 3.096 6.155
C -0.745 1.617 4.609
N -1.842 1.325 4.834
H 3.044 2.260 3.691
H 2.973 1.457 2.192
C -0.588 -2.737 4.699
C -0.791 -2.517 3.194
C -1.854 -3.455 2.632
C 0.497 -2.641 2.457
H -1.528 -2.592 5.235
H 0.140 -2.035 5.108
H -0.231 -3.752 4.898
H -1.149 -1.482 3.083
H -1.554 -4.499 2.777
H -2.008 -3.285 1.567
H -2.809 -3.306 3.142
H 0.627 -3.388 1.682
H 1.384 -2.106 2.778
F -1.997 -1.397 0.126
Sb -2.595 -1.486 -1.902
F -4.157 -1.141 -0.807
F -3.484 -0.224 -3.029
F -3.701 -2.782 -2.740
F -1.142 -1.615 -3.199
F -1.642 -3.111 -1.369
*
```

Energy above the lowest of the compared OMol25 structures with the same formula, charge and spin   28.7 kcal/mol
Calculated total energy   -73057.2081 eV
⟨S²⟩   0.753
Gap between HOMO and LUMO (spin up / spin down)   7.241 / 7.239 eV



DFT (ωB97M-V/def2-TZVPD) results for a molecular structure, C15H25BrClF3LiN6NaO9SV in a non-equilibrium geometry.

Structure (ORCA input):
```
! wB97M-V def2-TZVPD RIJCOSX def2/J DEFGRID3
* xyz 1 1
C -0.476 2.246 -3.768
C 0.456 2.619 -2.539
N 1.408 1.467 -2.387
C 1.465 0.871 -1.097
N 2.059 1.327 -0.049
C 1.898 0.321 1.039
O 1.827 0.776 2.368
N 2.933 0.160 3.065
O 3.666 0.962 3.447
C 0.972 -0.833 0.522
F 1.685 -2.013 0.798
N -0.168 -0.846 1.479
C -0.470 -2.067 1.681
S -1.109 -3.499 1.545
C 0.698 -0.527 -1.001
C 1.422 -1.564 -1.940
C 0.779 -1.508 -3.378
C 1.628 -2.356 -4.395
O 1.182 -2.066 -5.720
O -0.612 -0.144 -1.424
C -1.508 -1.144 -1.258
N -2.370 -1.717 -0.811
H -0.014 1.399 -4.345
H -0.659 3.140 -4.424
H -1.408 1.812 -3.322
H -0.161 2.841 -1.645
H 1.044 3.520 -2.858
H 2.368 1.789 -2.569
H 2.557 2.221 0.019
H 2.915 -0.170 1.011
H 1.298 -2.613 -1.571
H 2.516 -1.334 -2.007
H 0.614 -0.471 -3.738
H -0.197 -2.057 -3.296
H 2.715 -2.120 -4.225
H 1.542 -3.457 -4.201
H 0.281 -1.718 -5.617
F 0.178 -5.793 0.971
N 2.545 0.857 -5.327
H 2.371 -0.154 -5.406
H 3.550 1.028 -5.282
H 2.139 1.329 -6.182
H 2.103 1.219 -4.484
F 0.949 0.629 -7.239
Cl -2.521 -0.745 3.211
O -0.947 7.640 -6.051
V -0.211 6.287 -5.314
O 0.471 4.814 -4.621
Li -1.105 2.539 -6.122
Br -3.301 -2.711 2.720
C -1.452 -1.054 7.058
C -2.878 -1.033 7.573
C -3.594 0.270 7.332
O -4.554 0.284 8.383
C -4.032 -0.453 9.406
O -4.474 -0.494 10.499
O -2.918 -1.137 8.991
H -1.068 -2.082 7.054
H -1.392 -0.662 6.037
H -0.787 -0.477 7.701
H -3.442 -1.877 7.157
H -4.085 0.302 6.359
H -2.948 1.147 7.437
Na -1.369 -2.919 4.749
*
```

Calculated total energy   -175167.8364 eV
Gap between HOMO and LUMO   3.301 eV



DFT (ωB97M-V/def2-TZVPD) results for a molecular structure, C15H25GaN4S in a non-equilibrium geometry.

Structure (ORCA input):
```
! wB97M-V def2-TZVPD RIJCOSX def2/J DEFGRID3
* xyz 2 1
Ga -0.060 -0.009 -0.199
C 2.250 0.677 0.965
C 2.122 0.551 2.313
C 1.066 1.419 2.768
C 0.519 2.059 1.702
C 1.236 1.633 0.506
H 3.036 0.287 0.338
H 2.719 -0.065 2.963
H 0.800 1.567 3.799
H -0.211 2.849 1.721
H 1.408 2.308 -0.326
C -2.813 1.171 0.743
C -4.373 1.190 0.846
N -4.904 0.130 0.033
C -4.451 -1.146 0.512
C -2.893 -1.200 0.404
N -2.409 0.071 -0.136
C -2.982 0.290 -1.466
C -4.539 0.319 -1.346
H -2.359 1.026 1.729
H -2.443 2.110 0.319
H -4.772 2.144 0.501
H -4.686 1.042 1.880
H -4.904 -1.941 -0.080
H -4.762 -1.273 1.549
H -2.582 -2.011 -0.262
H -2.443 -1.364 1.388
H -2.657 -0.518 -2.129
H -2.605 1.242 -1.854
H -4.986 -0.472 -1.951
H -4.931 1.276 -1.693
C 0.958 -2.525 -3.315
N 2.058 -2.507 -2.390
C 3.450 -2.636 -2.820
C 4.227 -2.726 -1.492
N 3.181 -2.489 -0.506
C 1.983 -2.436 -1.075
S 0.496 -2.369 -0.183
H 1.202 -3.182 -4.151
H 0.754 -1.522 -3.704
H 0.067 -2.904 -2.812
H 3.742 -1.767 -3.416
H 3.570 -3.528 -3.436
H 5.012 -1.972 -1.408
H 4.685 -3.706 -1.336
H 3.348 -2.568 0.486
*
```

Energy above the lowest of the compared OMol25 structures with the same formula, charge and spin   29.5 kcal/mol
Calculated total energy   -85116.3202 eV
Gap between HOMO and LUMO   5.830 eV